Record 1
The following is a quantum chemistry calculation of a structure of composition C20H29N2O4RbS at a distorted geometry, from OMol25.

## Properties
- Highest occupied orbital energy (spin up / spin down): 0.0667 / 0.0003 Ha
- Charge: -2

Cartesian coordinates (Å):
Rb 10.9288 13.3161 5.6484
C 15.3971 12.6203 5.0210
C 14.3882 12.6135 6.0660
O 13.2731 12.1246 5.8797
C 14.7678 13.3850 7.2487
C 13.9884 13.5030 8.4183
C 13.2428 12.3429 8.9691
N 13.9381 14.7557 8.9769
N 14.3310 15.7003 8.2290
C 13.3495 16.1061 7.2931
O 12.4080 15.3955 6.9257
C 13.5836 17.5137 7.0171
C 12.5232 18.3978 6.8667
C 12.6638 19.7551 6.8256
C 13.9484 20.2411 6.7466
C 15.0577 19.3870 6.8234
C 14.8735 18.0153 6.9870
H 16.5200 12.9738 5.1382
H 15.1103 13.2590 4.1388
H 15.5387 11.6697 4.5168
H 15.6761 14.0181 7.1397
H 13.6190 11.3673 8.5633
H 12.1862 12.4673 8.8383
H 13.3999 12.2630 10.0491
H 11.5100 18.0249 6.7182
H 11.8133 20.3399 6.8025
H 14.2188 21.2990 6.7611
H 16.0833 19.7821 6.9843
H 15.7241 17.3594 7.0635
C 5.3297 11.6919 4.3119
C 6.3586 11.8995 5.3546
C 6.7119 10.5517 6.1301
S 8.0625 11.0542 7.3616
O 9.2507 11.5241 6.5063
C 8.6989 9.4581 7.9462
C 8.1189 8.9390 9.3054
C 7.9898 7.4125 9.4625
H 5.4334 12.4278 3.5303
H 4.3268 11.7684 4.8472
H 5.3474 10.6701 3.9494
H 5.9600 12.6574 6.0254
H 7.3155 12.4061 4.9958
H 7.0467 9.6956 5.5592
H 5.8924 10.1241 6.6548
H 9.7831 9.5347 8.0723
H 8.5188 8.7338 7.1440
H 7.1090 9.3554 9.2949
H 8.6443 9.3811 10.1520
H 8.9466 6.8929 9.1994
H 7.2005 6.9810 8.8494
H 7.8338 7.2401 10.4665
C 16.4371 6.2636 7.8507
C 17.5885 6.9982 7.6910
O 18.5533 7.2563 7.1221
H 15.5014 6.9080 7.6485
H 16.2296 5.9932 8.8897
H 16.4534 5.3289 7.2510

Results of the natural (NBO) charge analysis, in e, for atoms 1 through 2:
1. Rb 0.7102
2. C -0.6687



Record 2
The following is a quantum chemistry calculation of an isolated molecule of C20H29N3OP2S2 at a distorted geometry, from OMol25.

## Properties
- SMILES: CCCNc1cc(P(C)C)cc2c1Sc1cc(CCCS)c(P(N)O)cc1N2
- Highest occupied orbital energy: -0.2852 Ha

Cartesian coordinates (Å):
C -4.8903 -0.0927 2.9816
C -3.3546 -0.5250 2.8338
C -3.1541 -0.9846 1.3308
N -3.9000 -0.1168 0.3493
C -2.9822 0.8993 -0.1503
C -2.9820 2.2676 0.3934
C -2.0291 3.2831 -0.0779
P -1.9725 5.0274 0.6364
C -2.2694 4.8879 2.5090
C -0.1166 5.4437 0.5516
C -1.0322 2.9944 -1.1302
C -1.0378 1.6223 -1.6656
C -1.9917 0.6062 -1.1845
S -1.7986 -1.0412 -1.9636
C 0.0274 -1.1541 -2.0497
C 0.7577 -2.3788 -1.7849
C 2.2334 -2.3114 -1.8530
C 3.0093 -3.6266 -1.5173
C 3.2294 -3.8907 0.0283
C 2.0039 -3.5208 0.9480
S 2.6704 -3.3685 2.6960
C 2.9460 -1.0546 -2.1856
P 4.8282 -0.8967 -2.2394
N 5.4829 -1.9849 -3.4467
O 5.3482 -1.3790 -0.6733
C 2.1705 0.1709 -2.4656
C 0.6997 0.1146 -2.3971
N -0.0530 1.3107 -2.6751
H -5.0451 0.9326 2.5583
H -5.1409 -0.1019 4.0804
H -5.4808 -0.8453 2.4006
H -3.1960 -1.4119 3.5048
H -2.6828 0.3163 3.1394
H -2.0506 -1.0034 1.0858
H -3.5713 -2.0310 1.2668
H -4.0730 -0.7560 -0.4379
H -3.6873 2.5531 1.2051
H -1.6248 5.6714 3.0025
H -1.9513 3.8972 2.9265
H -3.3514 5.0721 2.7225
H 0.1546 5.8344 -0.4611
H 0.2126 6.0970 1.3949
H 0.4208 4.4548 0.6571
H -0.3090 3.7547 -1.4942
H 0.2421 -3.3389 -1.5302
H 2.5657 -4.5077 -2.0643
H 4.0381 -3.5010 -1.9668
H 4.1063 -3.3068 0.4215
H 3.3879 -5.0027 0.1405
H 1.2231 -4.3278 1.0118
H 1.5502 -2.5207 0.7280
H 2.3523 -2.0775 3.0707
H 6.2856 -2.5185 -3.0883
H 4.7755 -2.6337 -3.8061
H 5.7785 -2.2556 -0.7173
H 2.6793 1.1397 -2.7088
H 0.5487 2.1154 -2.8404

Results of the natural (NBO) charge analysis, in e, for atoms 1 through 2:
1. C -0.6090
2. C -0.4134



Number 1: calculated total energy -1611.95428 Ha. Number 2: calculated total energy -2497.99284 Ha.